# 1
107
Properties=species:S:1:pos:R:3:forces:R:3 method="wB97M-V/def2-TZVPD" orbital_gap_ev=6.82 multiplicity=1 total_charge=+1 lumo_energy_ev=-5.3
C -1.509 4.210 -4.918 -0.3501 -0.2041 -0.8210
O -0.296 3.423 -4.850 -0.5452 0.3139 1.3321
C 0.089 3.247 -3.479 0.2915 0.5040 -0.4761
C -1.097 2.664 -2.649 -1.1018 -2.3356 -0.7402
C -1.733 1.426 -3.199 -1.9037 -0.2818 1.8404
O -1.280 0.853 -4.335 0.3485 0.6563 1.6573
C -0.892 -0.542 -4.147 0.3807 -1.1371 -0.3960
C -0.038 -0.828 -2.862 0.0080 -1.5283 0.7497
C -0.861 -1.648 -1.770 -0.0776 0.4651 -0.1594
O 1.048 -1.714 -3.252 -0.3169 1.0877 0.3081
C -2.867 0.851 -2.451 2.2061 2.8802 0.6887
C -3.208 1.579 -1.197 -0.3048 -1.5233 -1.4610
Cl -4.540 0.875 -0.249 1.4159 1.0228 -0.8196
N -2.606 2.679 -0.753 -1.1112 -1.7528 -0.3137
N -1.605 3.125 -1.481 0.9584 1.0732 -1.7695
P -0.794 4.589 -0.785 3.0135 0.1113 1.2774
S 1.045 4.195 -0.289 -0.9082 -0.0038 -0.2915
H -2.378 3.492 -4.935 0.5699 0.9029 0.2251
H -1.586 4.959 -4.090 0.0488 -0.6398 -0.5032
H -1.539 4.782 -5.879 0.2756 -0.6196 0.7825
H 0.954 2.528 -3.420 -0.9524 0.5454 -0.1296
H 0.479 4.235 -3.137 -0.4353 -0.8280 0.2749
H -0.288 -0.819 -5.054 -0.5681 0.4646 0.9123
H -1.818 -1.172 -4.154 0.7691 0.5247 0.0511
H 0.452 0.071 -2.407 -0.8120 -0.2737 -0.4980
H -1.401 -0.984 -1.045 0.3900 -0.4962 -0.5708
H -1.617 -2.310 -2.275 0.7804 0.5476 0.4801
H -0.165 -2.299 -1.182 -0.6046 0.6160 -0.5019
H 1.657 -1.665 -2.490 -0.1406 -0.3932 -0.6079
H -3.401 -0.067 -2.765 0.4321 0.8173 0.3299
H -0.805 5.562 -1.818 -0.9538 -0.3637 0.2579
H -1.487 4.964 0.394 -0.7572 -0.2169 -0.9634
C -3.543 0.820 -6.840 -0.1475 0.2124 -0.1879
C -3.466 -0.688 -6.704 0.3065 0.3522 0.0643
O -4.528 -1.325 -7.414 0.0166 -0.2073 0.0923
C -4.369 -1.397 -8.744 -0.2296 0.0501 -0.2004
O -3.424 -0.985 -9.366 -0.0439 -0.0760 0.1966
O -5.452 -1.981 -9.259 0.2376 0.0529 0.2314
C -5.459 -2.038 -10.688 -0.1086 -0.0958 -0.4499
H -4.529 1.181 -6.538 0.0335 -0.0720 0.1014
H -2.784 1.301 -6.221 0.0078 -0.0505 -0.0346
H -3.392 1.134 -7.872 0.0968 -0.0977 0.0356
H -3.581 -0.966 -5.654 -0.2703 -0.1943 -0.1231
H -2.498 -1.072 -7.036 -0.1116 0.0243 -0.1559
H -4.547 -2.497 -11.070 0.0122 0.1513 0.0837
H -5.586 -1.036 -11.099 0.1510 -0.0467 0.0097
H -6.307 -2.649 -10.990 -0.0097 0.0305 0.2771
C -1.356 -6.350 3.177 -0.0337 -0.0920 -0.2674
C 0.000 -5.826 3.607 -0.5181 0.1499 0.2487
O 1.051 -6.405 2.822 0.2385 0.1489 -0.1142
C 1.204 -5.899 1.595 -0.0426 -0.3037 0.0898
O 0.551 -5.011 1.106 0.0808 0.0405 0.0342
O 2.191 -6.567 0.991 -0.0811 0.1781 0.1101
C 2.396 -6.191 -0.371 0.1565 0.0474 -0.3900
H -1.367 -7.442 3.197 0.0043 0.0459 0.1528
H -2.140 -5.976 3.838 0.0582 -0.0261 0.0233
H -1.594 -6.047 2.157 0.0364 0.1040 0.0675
H 0.191 -6.112 4.641 0.2492 -0.1259 -0.1591
H 0.043 -4.736 3.559 0.0617 -0.0811 -0.1862
H 2.532 -5.113 -0.469 -0.1377 -0.0485 0.0635
H 1.555 -6.528 -0.979 -0.0114 0.1451 0.0359
H 3.299 -6.685 -0.724 -0.0482 -0.1065 0.2736
C -1.905 0.668 2.211 0.1153 -0.3109 0.1504
C -2.260 1.851 3.091 0.1398 0.0728 -0.4555
O -2.666 1.425 4.392 -0.0072 0.1587 0.0912
C -1.672 1.061 5.213 -0.1103 -0.2826 0.1512
O -0.496 1.071 4.946 -0.4185 -0.0860 -0.0595
O -2.211 0.660 6.365 0.0640 0.1890 -0.2742
C -1.263 0.152 7.307 0.2009 -0.1589 0.3847
H -2.730 -0.047 2.181 -0.0488 0.1152 -0.0630
H -1.684 0.998 1.194 0.0139 0.0258 0.0305
H -1.035 0.134 2.595 0.0381 0.1386 -0.0203
H -3.107 2.387 2.659 -0.1170 -0.0693 0.2762
H -1.431 2.561 3.162 0.0482 -0.1499 0.1281
H -0.455 0.863 7.479 -0.0211 -0.0639 -0.1419
H -0.866 -0.802 6.957 0.0893 0.1216 -0.0393
H -1.786 -0.012 8.247 -0.1820 0.0839 -0.1878
C 1.623 3.060 5.043 0.4437 0.0497 0.2500
C 0.994 4.425 5.240 0.1136 -0.3034 -0.5054
O 1.103 4.856 6.601 -0.0415 0.2403 0.0887
C 2.305 5.317 6.966 -0.0161 -0.1828 0.1081
O 3.275 5.406 6.258 -0.1602 0.0732 0.0554
O 2.248 5.641 8.262 -0.0678 0.0049 -0.2333
C 3.498 6.063 8.810 0.2889 0.1469 0.2583
H 1.203 2.343 5.745 -0.0844 0.0479 -0.1542
H 1.454 2.701 4.027 -0.0730 -0.0229 0.0628
H 2.699 3.090 5.223 -0.0203 0.1824 -0.1144
H -0.073 4.370 5.015 -0.0206 0.0975 0.3146
H 1.428 5.168 4.567 0.1097 0.0079 0.1826
H 3.935 6.870 8.223 -0.0063 -0.1561 -0.0713
H 4.183 5.216 8.869 0.0294 0.0931 -0.1295
H 3.309 6.429 9.818 -0.2328 -0.1005 -0.0954
C 5.614 -4.053 2.419 0.0900 -0.0299 -0.2793
C 5.183 -2.678 2.891 -0.2000 -0.5638 0.2529
O 5.812 -1.644 2.121 -0.1515 0.2705 -0.1953
C 5.298 -1.427 0.909 0.2830 -0.1771 0.2066
O 4.361 -2.007 0.416 0.0230 0.1994 0.0092
O 6.020 -0.465 0.321 -0.2117 -0.0592 0.0728
C 5.639 -0.194 -1.026 0.0436 0.1359 -0.3125
H 6.703 -4.132 2.417 -0.0411 0.0085 0.1578
H 5.204 -4.828 3.067 0.0182 0.0568 0.0150
H 5.280 -4.246 1.399 -0.1102 0.0332 0.0708
H 5.497 -2.532 3.925 0.1432 0.2594 -0.1616
H 4.096 -2.567 2.865 0.0833 0.0661 -0.1918
H 4.572 0.017 -1.101 0.0348 -0.1447 0.0397
H 5.910 -1.035 -1.666 -0.1577 0.0037 0.0238
H 6.190 0.686 -1.355 0.0879 -0.0654 0.2360

# 2
88
Properties=species:S:1:pos:R:3:forces:R:3 method="wB97M-V/def2-TZVPD" smiles="COCCNCCOC.COCCNCCOC.COCCNCCOC.NC(N)=O.NC(N)=O" orbital_gap_ev=9.14 multiplicity=1 total_charge=0 lumo_energy_ev=0.6
C 1.691 3.100 -1.499 -0.0936 -0.3750 0.2777
O 0.368 2.685 -1.780 0.1606 -0.0781 -0.4983
C -0.646 3.588 -1.374 -0.2874 -0.9142 0.7030
C -2.020 2.891 -1.344 1.2542 1.7622 0.3010
N -2.649 2.745 -2.630 -1.0590 -0.7764 0.0180
C -1.932 1.937 -3.599 0.7226 -1.1342 -0.2424
C -1.692 0.484 -3.175 1.0800 0.0380 0.4878
O -2.941 -0.147 -3.004 -0.0733 0.4472 0.5152
C -2.832 -1.424 -2.429 0.1969 -0.9107 -0.2616
H 2.378 2.271 -1.671 -0.2859 -0.2301 -0.0613
H 1.738 3.328 -0.430 0.3120 0.4425 -0.0342
H 2.050 3.906 -2.142 -0.2890 0.3493 0.1862
H -0.674 4.525 -1.935 0.0835 -0.0955 -0.2825
H -0.490 3.834 -0.314 0.3521 0.3345 -0.0086
H -2.538 3.672 -0.773 -0.6947 -0.3308 -0.1009
H -1.975 2.019 -0.684 -0.0231 -0.2908 -0.3372
H -3.486 2.208 -2.407 -0.2750 0.3141 -0.4001
H -0.979 2.425 -3.803 0.0321 -0.1689 -0.1443
H -2.466 1.800 -4.543 -0.3649 0.8051 0.0612
H -1.061 0.433 -2.277 -0.5265 0.1278 0.4566
H -1.046 -0.078 -3.865 -0.3437 0.1757 -0.6489
H -3.771 -1.739 -1.974 -0.1606 0.3147 -0.1424
H -2.063 -1.519 -1.655 0.0570 0.4389 0.0309
H -2.583 -2.145 -3.218 0.0165 -0.1293 0.0418
C 4.522 3.777 2.749 0.3774 0.2269 0.8887
O 3.625 3.351 3.765 -0.7913 0.4870 -0.8230
C 3.072 2.084 3.508 0.2991 -1.4187 1.4424
C 2.042 1.683 4.581 0.0371 0.9146 -0.1512
N 0.703 2.206 4.294 0.9019 -1.3407 -1.2617
C -0.272 1.736 5.247 -0.8338 1.8636 0.1357
C -1.610 2.472 5.075 0.6858 -0.8443 -0.5566
O -1.613 3.640 5.859 -0.5054 -0.1531 -0.3511
C -2.925 4.064 6.143 -0.5892 0.1524 0.5094
H 4.079 3.965 1.769 -0.2623 -0.4865 -0.0405
H 5.349 3.064 2.727 0.0593 -0.0340 -0.5087
H 4.929 4.736 3.069 -0.0173 -0.0317 0.1444
H 3.859 1.329 3.636 0.2970 0.0580 -0.2421
H 2.659 1.890 2.513 -0.1232 0.6342 -0.1764
H 2.324 2.026 5.585 0.5342 0.1312 -0.0938
H 2.062 0.594 4.667 -0.4322 -0.0788 -0.3166
H 0.770 3.190 4.080 -0.4466 0.1875 0.6091
H 0.100 1.990 6.248 -0.2914 -0.6771 0.2951
H -0.515 0.684 5.096 0.5718 -0.1517 0.2675
H -2.405 1.745 5.276 -0.2446 0.3712 0.7461
H -1.752 2.665 4.004 0.0711 0.4366 -0.0368
H -3.467 3.290 6.697 0.0700 -0.0412 0.1047
H -3.560 4.303 5.283 0.4090 -0.0409 -0.3761
H -2.884 4.959 6.763 0.2020 -0.0424 0.0054
C -2.472 -3.723 -5.840 1.3318 -0.6507 -1.6967
O -1.221 -3.611 -5.190 0.0527 0.2372 0.6440
C -0.586 -4.872 -4.997 0.0623 0.9711 0.2142
C 0.851 -4.785 -4.482 0.9815 -0.4564 0.1947
N 1.155 -4.087 -3.240 -1.2104 -0.4262 -0.3249
C 0.838 -2.681 -3.329 -0.5915 0.2618 2.3901
C 1.169 -2.024 -1.959 -0.1112 0.5580 -2.2040
O 2.573 -2.066 -1.852 0.2446 -0.2421 1.1028
C 3.012 -1.430 -0.662 0.2779 0.7392 -0.5484
H -3.186 -4.452 -5.447 0.0055 0.3318 0.6980
H -2.189 -4.137 -6.822 -0.5882 0.0840 -0.2647
H -2.864 -2.728 -6.027 -0.2148 -0.0315 0.4429
H -0.457 -5.366 -5.967 -0.4598 -0.2912 -0.0252
H -1.253 -5.411 -4.320 0.3119 -0.5664 0.0062
H 1.554 -4.434 -5.251 -0.4984 0.2461 -0.4854
H 1.141 -5.836 -4.369 -0.0693 -0.0391 0.1710
H 2.093 -4.263 -2.912 0.1138 0.1209 -0.2359
H -0.246 -2.598 -3.393 0.0488 0.0597 -0.4039
H 1.287 -2.136 -4.167 0.2109 -0.0025 0.0493
H 0.634 -2.458 -1.115 0.2700 -0.4069 -0.0880
H 0.805 -0.990 -2.023 0.2181 0.1747 0.1678
H 2.463 -1.737 0.230 -0.0412 -0.1815 -0.0252
H 2.902 -0.347 -0.797 -0.2787 0.0958 0.2345
H 4.085 -1.571 -0.533 -0.0557 -0.4530 -0.0326
C -0.074 -3.747 2.242 1.5042 0.4747 -0.6660
O 0.065 -2.996 3.210 -0.5976 -0.5158 0.0706
N -0.356 -3.301 0.983 -0.2240 -0.3079 1.3815
N 0.271 -5.080 2.267 -0.4517 0.8939 0.5205
H -0.396 -2.279 0.844 -0.2875 -0.3539 -0.5153
H -0.188 -3.996 0.286 -0.1153 0.4728 -0.8086
H 0.143 -5.594 1.421 0.0646 -0.6519 0.1998
H 0.507 -5.479 3.156 -0.0629 -0.2679 -0.1955
C -0.418 0.197 1.376 1.1483 -0.7931 -0.9579
O -0.745 -0.596 0.467 -0.1818 0.6194 0.6658
N -0.142 -0.199 2.629 -0.3891 -0.9629 0.7340
N -0.109 1.488 1.120 -0.2931 0.1015 0.4045
H -0.172 -1.190 2.862 -0.1044 -0.0618 -0.1537
H 0.184 0.409 3.361 0.0216 0.4564 -0.5589
H 0.157 2.023 1.935 -0.0376 0.4414 -0.3567
H -0.284 1.844 0.197 0.2264 0.0843 0.1252

# 3
21
Properties=species:S:1:pos:R:3:forces:R:3 method="wB97M-V/def2-TZVPD" orbital_gap_ev="2.02 / 7.84" s_squared=0.75 multiplicity=2 total_charge=-1 lumo_energy_ev="3.5 / 3.6"
C 1.618 1.073 -1.023 -2.5203 -1.0834 1.3999
O 1.815 1.598 -2.277 0.7727 2.5759 -1.0093
C 0.063 1.066 -0.532 -0.0976 0.1946 -1.1249
C -0.434 -0.373 -0.801 1.6918 0.6348 -1.4735
C -0.055 -1.211 0.355 0.2702 -0.0349 -0.8467
C -1.003 -1.518 1.246 0.1810 -0.3048 1.7777
C -0.801 -1.985 2.624 0.5811 -3.0418 2.0895
N -0.806 2.144 -1.222 -1.1793 -1.5823 3.0543
H 2.039 0.085 -1.074 -0.6605 -1.0492 -0.1432
H 2.189 1.393 -0.207 1.2026 1.8987 0.9762
H 2.028 2.561 -2.181 -0.3979 -1.1639 -0.2818
H -0.003 1.211 0.563 0.1755 0.2516 -0.5918
H 0.252 -0.735 -1.591 -0.7562 0.1432 -0.3939
H -1.429 -0.344 -1.257 -0.2762 -0.4847 0.7307
H 1.012 -1.454 0.333 -0.4419 -0.4398 0.5542
H -1.945 -1.078 1.145 -1.4629 0.7248 -0.7292
H -0.056 -1.425 3.286 -0.1952 -0.1460 -0.8057
H -1.720 -2.040 3.300 0.7524 0.1451 -1.1856
H -0.422 -3.103 2.603 -0.4822 2.0470 0.3487
H -1.843 1.821 -1.154 2.6821 0.7852 -0.5704
H -0.497 2.312 -2.135 0.1611 -0.0700 -1.7751

| no. | E (Ha) | largest force on an atom (Eh/bohr) |
| --- | --- | --- |
| 1 | -3801.24945 | 0.0718 |
| 2 | -1778.95074 | 0.0482 |
| 3 | -366.25313 | 0.0726 |